1.
12
Properties=species:S:1:pos:R:3:lowdin_charge:R:1 method="wB97M-V/def2-TZVPD" homo_ev=-9.26 e_above_lowest_kcal_mol=140.8 charge=0 max_force_ev_per_a=4.5 e_lumo_ev=0.8 gap_ev=10.0 e_tot_ev=-10715.7066
C -2.320 -0.132 0.575 -0.4140
C 0.918 -0.504 -0.880 0.0768
N 1.628 0.313 -0.225 -0.4179
N -2.583 0.248 -0.562 0.1224
N -1.958 -0.805 1.505 0.1552
O 1.357 1.356 0.379 -0.0299
O 2.968 -0.163 -0.197 -0.0137
H 1.346 -1.402 -1.175 0.0738
H -0.171 -0.143 -0.914 0.1015
H -3.322 0.956 -0.751 0.0900
H 3.617 0.645 -0.036 0.1769
H -1.480 -0.369 2.281 0.0790

2.
23
Properties=species:S:1:pos:R:3:lowdin_charge:R:1 method="wB97M-V/def2-TZVPD" homo_ev=-9.40 charge=0 max_force_ev_per_a=0.9 e_lumo_ev=0.1 gap_ev=9.5 e_tot_ev=-43034.4995
C 3.333 -0.898 0.633 -0.1132
C 2.162 -0.249 -0.144 -0.3845
C 1.176 0.465 0.751 -0.8249
Cl 2.057 1.784 1.648 0.5427
Si -0.225 1.403 -0.108 0.5426
C -1.381 0.391 -1.238 -0.9307
I -0.325 -0.344 -2.972 0.8036
C -2.272 -0.675 -0.619 -0.9157
C -3.188 -0.109 0.453 -0.1946
I -1.227 -2.376 0.186 0.8489
H 3.057 -1.091 1.664 0.0663
H 4.207 -0.260 0.604 0.0636
H 3.580 -1.855 0.182 0.0679
H 1.660 -1.037 -0.694 0.0314
H 2.567 0.445 -0.876 0.0974
H 0.789 -0.184 1.528 0.0366
H -1.108 2.051 0.886 -0.0152
H 0.371 2.465 -0.942 -0.0111
H -2.072 1.114 -1.666 0.0344
H -2.897 -1.087 -1.404 0.0547
H -2.639 0.314 1.288 0.0521
H -3.823 0.649 0.001 0.0862
H -3.803 -0.914 0.838 0.0616

3.
18
Properties=species:S:1:pos:R:3:lowdin_charge:R:1 method="wB97M-V/def2-TZVPD" homo_ev=-7.79 e_above_lowest_kcal_mol=104.8 charge=0 max_force_ev_per_a=4.0 e_lumo_ev=1.0 gap_ev=8.8 e_tot_ev=-10370.7620
C -0.846 -0.653 -0.123 -0.4373
C 0.188 0.156 -0.761 -0.0841
C 0.746 1.262 1.437 -0.2965
N 0.237 2.367 1.989 0.0441
C -0.569 -0.755 -2.121 -0.1260
C -0.092 -1.898 -2.583 0.0093
O -0.587 -1.618 0.620 -0.0620
N 0.824 0.202 2.223 0.0621
H 0.990 -0.711 1.794 0.0794
H -1.874 -0.253 -0.210 0.1347
H 0.044 2.439 2.989 0.0881
H 0.184 3.209 1.448 0.0738
H 0.643 0.205 3.228 0.0992
H 1.196 -0.234 -0.723 0.1007
H -0.032 1.190 -1.002 0.0903
H -1.264 -0.129 -2.678 0.0907
H -0.236 -2.217 -3.608 0.0605
H 0.449 -2.563 -1.918 0.0731

4.
30
Properties=species:S:1:pos:R:3:lowdin_charge:R:1 method="wB97M-V/def2-TZVPD" homo_ev=-8.84 e_above_lowest_kcal_mol=46.2 charge=0 max_force_ev_per_a=4.3 e_lumo_ev=0.9 gap_ev=9.7 e_tot_ev=-14775.7632
C -0.410 1.700 -2.305 -0.0655
C -1.522 2.204 1.312 -0.0805
C -0.734 2.233 0.123 -0.0469
C -2.926 1.837 1.237 -0.1051
C -1.282 1.761 -1.124 -0.3087
C -3.377 1.183 0.091 -0.0685
C -2.586 1.290 -1.153 -0.0288
H -1.120 2.671 2.218 0.0913
H 0.297 2.651 0.112 0.1150
H -3.535 1.790 2.142 0.0907
H -4.399 0.789 -0.008 0.0957
H 0.591 1.218 -2.081 0.1005
H -0.123 2.764 -2.505 0.1014
H -3.006 1.025 -2.052 0.0710
H -0.828 1.204 -3.095 0.0398
C 3.304 -1.647 -0.985 -0.0613
C 0.278 -2.915 0.869 -0.0696
C 0.089 -1.862 1.826 -0.1147
C 1.277 -2.685 -0.077 -0.0840
C 2.232 -1.690 0.030 -0.3228
C 0.935 -0.787 1.900 -0.1068
C 2.095 -0.783 1.082 -0.0470
H -0.413 -3.810 0.882 0.1154
H -0.803 -1.714 2.453 0.1031
H 1.516 -3.377 -1.042 0.1575
H 0.799 -0.038 2.713 0.1119
H 2.825 -1.691 -1.910 0.0569
H 4.022 -2.403 -1.145 0.0683
H 3.007 -0.238 1.304 0.1042
H 3.797 -0.681 -0.813 0.0875

5.
14
Properties=species:S:1:pos:R:3:lowdin_charge:R:1 method="wB97M-V/def2-TZVPD" homo_ev=-8.29 e_above_lowest_kcal_mol=88.8 charge=0 max_force_ev_per_a=3.4 e_lumo_ev=0.6 gap_ev=8.9 e_tot_ev=-17156.5974
C -1.887 -0.485 -1.165 -0.0732
C -1.243 0.625 -0.851 -0.3404
C -1.038 1.869 -0.638 -0.0421
C 1.836 -0.856 0.082 -0.3821
O 0.783 -0.645 2.513 -0.4943
S 0.258 -0.856 0.950 0.8567
H -2.553 -1.006 -0.477 0.0549
H -1.790 -1.121 -2.114 0.0860
H -0.117 2.156 0.035 0.0954
H 0.692 0.223 2.977 0.0639
H -1.801 2.580 -1.023 0.0783
H 2.653 -1.430 0.512 0.0362
H 2.344 0.145 0.094 0.0536
H 1.862 -1.197 -0.894 0.0070

6.
19
Properties=species:S:1:pos:R:3:lowdin_charge:R:1 method="wB97M-V/def2-TZVPD" homo_ev=-8.34 e_above_lowest_kcal_mol=115.1 charge=0 max_force_ev_per_a=4.1 e_lumo_ev=0.8 gap_ev=9.1 e_tot_ev=-8922.7382
C -1.955 -1.395 -0.430 0.0461
C -1.112 -0.506 0.210 -0.3030
C -1.404 0.992 -0.076 -0.2410
C 1.087 1.256 -0.242 -0.1968
C 1.238 -0.242 0.081 -0.3813
C 2.349 -0.968 -0.333 0.0179
C 0.158 -0.779 0.952 -0.1531
H -2.603 -0.905 -1.191 0.0541
H -1.902 -2.450 -0.394 0.0364
H -2.177 1.162 0.760 0.1328
H -2.149 0.853 -1.025 0.1297
H -0.287 2.884 0.153 0.1722
H 1.813 1.684 0.761 0.1925
H 1.394 1.363 -1.431 0.1578
H 3.245 -0.848 -1.154 0.1138
H 2.174 -1.996 0.041 0.0423
H 0.073 -1.857 1.288 0.1359
H 0.292 -0.025 1.889 0.1713
N -0.235 1.776 0.140 -0.1277

7.
14
Properties=species:S:1:pos:R:3:lowdin_charge:R:1 method="wB97M-V/def2-TZVPD" homo_ev=-9.22 e_above_lowest_kcal_mol=112.6 charge=0 max_force_ev_per_a=6.5 e_lumo_ev=0.2 gap_ev=9.4 e_tot_ev=-9842.3976
O -0.149 1.144 2.387 0.0671
C -0.553 0.516 1.457 -0.3921
N -0.103 -0.706 1.171 -0.0318
C -0.256 -1.207 -0.131 -0.1547
C 1.213 -0.426 -0.869 -0.0382
C 0.052 -0.162 -1.822 -0.3642
O -0.302 1.068 -2.066 -0.0722
H -1.373 0.671 0.819 0.1206
H 0.869 -0.957 1.450 0.1666
H -0.070 -2.314 -0.190 0.1300
H -1.387 -1.014 -0.478 0.1785
H 1.671 0.492 -0.449 0.1097
H 2.194 -0.868 -1.239 0.1186
H -0.320 -1.094 -2.479 0.1622